Here is C4H4N2 as an isolated structure in a non-equilibrium geometry from OMol25. Energies are from ωB97M-V with the def2-TZVPD basis set.

Geometry (Å):
C -1.06231 0.41040 -0.68353
C 1.41569 0.13931 -0.22937
C -0.00984 0.46668 0.31568
C -0.69926 -0.88164 0.70833
N -1.54949 -0.81659 -0.28743
N 1.78409 -1.01865 -0.22578
H -1.34047 0.98157 -1.54824
H 1.97413 1.02034 -0.54634
H 0.06549 1.30187 1.00758
H -0.57804 -1.60330 1.48912

Forces on the atoms, in the same order (eV/Å):
-0.9 -0.8 -0.4
-1.2 1.6 0.3
1.3 -0.8 1.0
0.8 1.3 -0.2
-0.6 0.2 -0.6
0.5 -1.2 0.0
-0.1 0.1 -0.2
0.4 -0.1 -0.2
-0.2 0.0 0.1
0.0 -0.3 0.2

## Properties
E_HOMO (alpha / beta) = -0.353 / -0.306 Ha



Here is one molecule with the formula C4H4N2 in a non-equilibrium geometry from OMol25. Energies are from ωB97M-V with the def2-TZVPD basis set.

Geometry (Å):
C -0.10908 1.11456 -0.15883
C 0.16159 -0.43420 0.17342
C -1.30206 -1.13810 -0.09048
N -2.58732 -1.43644 -0.16615
C 1.48226 -1.06750 -0.18265
N 2.70665 -1.27877 -0.15771
H -0.53910 1.36383 -1.13021
H 0.81189 1.63987 -0.14625
H -0.96411 1.62685 0.49230
H 0.33929 -0.39011 1.36655

Forces on the atoms, in the same order (eV/Å):
-2.0 0.0 0.3
-2.3 0.6 2.5
-8.9 -1.9 -0.1
12.5 2.8 0.7
7.1 -0.4 0.1
-8.7 1.2 -0.4
0.2 -0.9 -0.4
0.8 0.6 0.6
2.2 -1.6 -0.6
-1.0 -0.5 -2.5

## Properties
E_HOMO = -0.423 Ha
SMILES = CC(C#N)C#N



Here is one molecule with the formula C4H4N2 in a non-equilibrium geometry from OMol25. Energies are from ωB97M-V with the def2-TZVPD basis set.

Geometry (Å):
C 0.69195 0.82755 -0.05057
C -0.72911 0.79701 0.00374
C -1.35541 -0.44653 0.15839
N -0.61255 -1.62570 0.14350
N 0.68612 -1.60181 -0.05327
C 1.37457 -0.39213 -0.13452
H 1.11893 1.84368 -0.00146
H -1.20203 1.78774 -0.10251
H -2.43930 -0.64270 0.29438
H 2.46683 -0.54710 -0.25768

Forces on the atoms, in the same order (eV/Å):
-0.8 -0.3 0.0
0.8 -0.3 0.0
1.2 -0.9 -0.2
-0.4 1.7 -0.1
0.3 1.7 0.0
-1.1 -1.0 0.3
0.3 -0.9 -0.3
-0.3 -0.9 0.4
0.9 0.5 -0.2
-0.9 0.5 0.1

## Properties
E_HOMO = -0.341 Ha
SMILES = c1ccnnc1



Here is C4H4N2 as an isolated structure in a non-equilibrium geometry from OMol25. Energies are from ωB97M-V with the def2-TZVPD basis set.

Geometry (Å):
C 0.33604 -0.11271 1.11903
C 0.93729 -0.53869 -0.13194
N 0.10753 -0.68651 -1.17091
C -1.06374 -0.07515 -1.12101
N -1.35877 0.95050 -0.26649
C -0.78496 0.83327 0.93312
H 0.81045 -0.23225 2.10105
H 1.96596 -0.89152 -0.22333
H -1.82709 -0.34626 -1.85135
H 0.87729 1.09933 0.61183

Forces on the atoms, in the same order (eV/Å):
1.9 3.0 -1.8
-1.3 -1.7 -0.1
0.8 0.3 0.7
-0.4 0.6 0.4
0.0 -0.9 -0.8
0.1 0.1 0.7
-0.4 -0.2 -0.4
-0.1 0.5 -0.1
0.3 0.0 0.0
-0.9 -1.8 1.4

## Properties
E_HOMO (alpha / beta) = -0.284 / -0.284 Ha



Here is one molecule with the formula C4H4N2 from OMol25. Energies are from ωB97M-V with the def2-TZVPD basis set.

Geometry (Å):
C 1.12055 -0.71673 0.00133
C 1.13717 0.67580 0.04392
N 0.02324 1.39146 0.17705
C -1.11515 0.70592 0.10988
C -1.13692 -0.68599 0.05444
N -0.01659 -1.40913 0.06963
H 2.02390 -1.29681 -0.17689
H 2.02930 1.26102 -0.15854
H -2.00414 1.31488 -0.02819
H -2.06136 -1.24043 -0.09262

Forces on the atoms, in the same order (eV/Å):
0.0 0.0 -0.1
0.0 0.0 -0.2
0.0 -0.2 -0.5
0.0 0.0 -0.2
0.0 0.0 -0.1
0.0 0.3 -0.3
0.0 0.2 0.3
0.2 -0.3 0.4
-0.1 -0.3 0.4
0.0 0.2 0.3

## Properties
E_HOMO = -0.359 Ha
SMILES = c1cnccn1



Here is one molecule with the formula C4H4N2 in a non-equilibrium geometry from OMol25. Energies are from ωB97M-V with the def2-TZVPD basis set.

Geometry (Å):
C -1.14633 0.15304 -0.02875
C -0.10849 1.08272 -0.05437
C 1.26685 0.68186 -0.10676
N 1.57900 -0.72295 -0.12049
N 0.61799 -1.51568 0.08775
C -0.72494 -1.21379 -0.21858
H -2.07875 0.40868 -0.13199
H -0.34019 2.17182 0.24859
H 2.25663 1.05597 0.08563
H -1.32177 -2.10168 0.23897

Forces on the atoms, in the same order (eV/Å):
6.4 -3.5 -2.1
2.0 2.2 1.7
-1.6 -3.8 0.0
-0.5 3.7 0.9
-2.6 -2.1 -2.4
0.9 0.3 5.1
-5.1 1.5 0.0
0.4 -1.8 -0.9
-0.4 1.8 -0.4
0.4 1.7 -1.8

## Properties
E_HOMO = -0.323 Ha
SMILES = c1ccnnc1



Here is one molecule with the formula C4H4N2 in a non-equilibrium geometry from OMol25. Energies are from ωB97M-V with the def2-TZVPD basis set.

Geometry (Å):
C 0.98042 0.13454 -0.19942
C 0.27785 0.81434 0.83216
C -0.90908 0.14775 0.84174
N -1.01184 -0.84272 -0.12125
C 0.14794 -0.71663 -0.83752
N -2.07642 0.12153 0.14964
H 1.91672 0.39101 -0.61656
H 0.47394 1.61715 1.38550
H 0.44458 -1.44600 -1.71498
H -2.97274 -0.46558 0.41883

Forces on the atoms, in the same order (eV/Å):
0.4 0.8 -0.4
-1.5 -3.0 -1.6
0.2 -1.3 1.0
1.0 -1.7 1.4
0.6 -1.7 -3.0
-4.8 0.9 -1.3
1.1 0.1 0.2
1.1 3.1 1.9
-0.9 1.7 2.0
2.8 1.3 0.0

## Properties
E_HOMO = -0.307 Ha
SMILES = c1cc2n(c1)N2



Here is one molecule with the formula C4H4N2 in a non-equilibrium geometry from OMol25. Energies are from ωB97M-V with the def2-TZVPD basis set.

Geometry (Å):
N 2.68507 -0.09327 1.17535
C 1.56943 -0.33636 0.97949
C 0.15438 -0.60224 0.72424
C -0.29619 -1.16466 -0.61252
C -0.54839 0.08330 -0.41683
N -1.07383 1.29402 -0.82101
H -0.40010 -0.81025 1.64096
H -0.31731 -2.04991 -1.22773
H -0.43989 1.81502 -1.41340
H -1.33317 1.86435 -0.02855

Forces on the atoms, in the same order (eV/Å):
-1.1 -0.2 -0.2
0.9 0.2 0.1
0.0 0.0 0.3
-0.1 0.3 -0.1
0.0 -0.4 0.0
0.0 0.0 0.1
0.1 -0.1 -0.2
0.1 0.1 0.1
-0.1 -0.1 -0.1
0.1 0.1 0.0

## Properties
E_HOMO = -0.358 Ha
SMILES = N#C[C@@H]1C=C1N



Here is one molecule with the formula C4H4N2O from OMol25. Energies are from ωB97M-V with the def2-TZVPD basis set.

Geometry (Å):
N -1.12594 -1.78119 -0.81071
C -0.57962 -0.73062 -0.37001
C -1.06461 0.61992 -0.72347
N -0.59811 1.56033 0.02015
C 0.07311 1.41564 1.10450
C 1.23497 0.46883 0.80880
O 0.57268 -0.75135 0.37725
H -0.59397 -2.61029 -0.54227
H -1.62619 0.79207 -1.63437
H 1.94236 0.82668 0.05278
H 1.76530 0.19000 1.71735

Forces on the atoms, in the same order (eV/Å):
0.2 0.2 0.1
-0.2 -0.2 -0.1
0.1 0.2 0.0
0.0 -0.4 0.2
-0.1 -0.1 -0.3
0.1 0.1 0.1
-0.2 0.1 0.0
0.0 0.1 0.0
0.2 0.0 0.1
-0.1 0.0 -0.1
0.0 0.0 -0.1

## Properties
E_HOMO (alpha / beta) = -0.323 / -0.323 Ha



Here is one molecule with the formula C4H4N2O from OMol25. Energies are from ωB97M-V with the def2-TZVPD basis set.

Geometry (Å):
N -0.12026 -2.01026 -1.28747
C -0.13043 -0.96403 -0.59254
C 0.43089 0.31466 -1.06772
N 0.53285 1.35890 -0.35660
C 0.06536 1.24288 1.01522
C -0.69644 0.05557 1.53074
O -0.71521 -0.96582 0.68861
H -0.56401 -2.78294 -0.78625
H 0.76586 0.31710 -2.10561
H -0.50614 2.14295 1.27436
H 0.93754 1.29100 1.68726

Forces on the atoms, in the same order (eV/Å):
0.0 0.3 0.3
0.1 -0.2 -0.3
0.1 0.2 0.0
-0.1 -0.4 -0.1
-0.1 0.0 0.1
0.2 0.0 -0.4
-0.1 0.1 0.2
0.0 0.0 0.0
-0.1 0.0 0.1
0.1 -0.1 0.0
-0.1 0.0 0.0

## Properties
E_HOMO = -0.322 Ha



Here is one molecule with the formula C4H4N2O in a non-equilibrium geometry from OMol25. Energies are from ωB97M-V with the def2-TZVPD basis set.

Geometry (Å):
O -1.13431 0.01270 2.50368
C -0.15076 0.47956 1.93049
C 0.07676 0.19517 0.57374
N 1.17902 0.59717 -0.05826
C 1.01922 0.14910 -1.33167
C -0.23186 -0.49447 -1.48974
N -0.76824 -0.46826 -0.24682
H 0.60798 1.11593 2.41080
H 1.80596 0.22033 -2.03175
H -0.71109 -0.96536 -2.29516
H -1.69267 -0.84188 0.03469

Forces on the atoms, in the same order (eV/Å):
1.0 0.7 -0.1
-1.7 -0.7 1.9
1.3 0.4 -1.6
-0.8 -0.7 -0.4
-1.5 -0.7 0.3
2.2 1.0 1.4
-1.5 -0.4 0.3
-0.1 -0.1 0.1
0.5 0.3 -0.7
-0.4 -0.4 -0.9
1.1 0.5 -0.2

## Properties
E_HOMO = -0.339 Ha
SMILES = O=Cc1ncc[nH]1



Here is a 2-piece molecular cluster, C4H4N2O overall in a non-equilibrium geometry from OMol25. Energies are from ωB97M-V with the def2-TZVPD basis set.

Geometry (Å):
C -0.75006 1.06845 0.03306
C -1.18968 -0.07639 0.69317
C 0.27670 -1.82786 -0.61810
N -0.72434 -1.32849 -0.25566
C 1.38948 0.77659 -0.00361
O -1.60561 -0.38547 1.76878
N 2.13426 1.64288 0.21734
H -0.75275 1.99401 0.58558
H -0.84205 1.12099 -1.04166
H 0.74159 -2.66278 -1.11867
H 1.32245 -0.32193 -0.26023

Forces on the atoms, in the same order (eV/Å):
-0.7 -0.9 -0.3
-0.3 1.2 1.0
-1.8 0.0 0.2
1.4 -0.3 -0.5
1.1 -0.4 0.0
0.3 -0.3 -0.7
-0.6 -0.2 -0.1
0.1 -0.1 0.1
0.1 -0.1 0.0
0.3 0.2 0.1
-0.1 0.7 0.1

## Properties
E_HOMO (alpha / beta) = -0.303 / -0.303 Ha



Here is one molecule with the formula C4H4N2O in a non-equilibrium geometry from OMol25. Energies are from ωB97M-V with the def2-TZVPD basis set.

Geometry (Å):
N -2.15701 1.77738 0.96580
C -1.14007 1.43247 0.39289
C 0.05097 1.21901 -0.28538
O 1.03437 0.50370 0.35222
C 1.22379 -0.80413 -0.14749
C 0.01355 -1.61049 0.11622
N -0.99916 -2.12326 0.34252
H 0.05504 1.26297 -1.37201
H -1.58002 0.36580 0.49349
H 1.41336 -0.78943 -1.22947
H 2.08518 -1.23401 0.37121

Forces on the atoms, in the same order (eV/Å):
0.3 0.3 -0.1
-0.8 -0.3 0.5
0.5 0.2 -0.5
0.1 0.1 0.1
0.1 -0.2 -0.1
-1.0 -0.4 0.2
1.1 0.5 -0.2
0.1 0.0 0.2
-0.1 -0.2 -0.1
0.0 -0.1 0.2
-0.2 0.1 -0.1

## Properties
E_HOMO (alpha / beta) = -0.312 / -0.312 Ha



Here is C4H4N2O as an isolated structure in a non-equilibrium geometry from OMol25. Energies are from ωB97M-V with the def2-TZVPD basis set.

Geometry (Å):
N -2.27917 0.02258 -1.45708
C -1.05388 -0.06407 -1.50423
C 0.22275 -0.22042 -1.24998
O 0.87933 0.77977 -0.53682
C 1.22484 0.35778 0.76115
C 0.01810 0.03579 1.56009
N -0.97843 -0.22265 2.08783
H 0.67931 -1.19685 -1.33929
H -1.98791 -0.25556 -0.42638
H 1.87553 -0.52997 0.73891
H 1.77107 1.18364 1.22382

Forces on the atoms, in the same order (eV/Å):
1.3 -0.4 1.9
0.9 0.2 -0.8
0.1 -0.3 0.0
0.5 0.2 -0.2
0.1 0.0 0.1
-0.9 -0.2 0.3
1.0 0.3 -0.5
0.3 0.1 -0.3
-3.0 0.2 -0.6
-0.1 0.2 0.0
-0.1 -0.1 0.0

## Properties
E_HOMO = -0.338 Ha



Here is C4H4N2O as an isolated structure in a non-equilibrium geometry from OMol25. Energies are from ωB97M-V with the def2-TZVPD basis set.

Geometry (Å):
C -0.88023 1.28579 0.06035
C -1.36826 0.04834 0.12263
C -0.32779 -1.02934 0.17257
C 0.63389 -0.19958 -0.06713
N 0.47054 1.16893 -0.11761
N -1.75847 -1.28792 0.15648
O 2.95343 -0.70309 0.14594
H -1.54450 2.10050 0.14905
H 1.16830 1.75151 0.34078
H -2.07999 -1.58586 -0.70091
H 2.73309 -1.54928 -0.26216

Forces on the atoms, in the same order (eV/Å):
-2.1 -0.5 0.1
0.7 -0.9 0.6
0.1 0.6 -0.7
3.2 -1.1 0.6
1.7 0.1 0.4
0.3 0.8 2.5
-3.3 0.9 -0.4
0.3 1.4 -0.3
-0.2 -0.1 -0.3
-0.8 -1.1 -2.6
0.1 -0.1 0.0

## Properties
E_HOMO (alpha / beta) = -0.336 / -0.336 Ha



Here is one molecule with the formula C4H4N2O in a non-equilibrium geometry from OMol25. Energies are from ωB97M-V with the def2-TZVPD basis set.

Geometry (Å):
N 1.45272 -3.23591 -0.06451
C 0.89391 -2.30116 0.29586
C 0.22228 -1.13710 0.71965
C 0.30202 0.08906 -0.20595
N -1.12686 0.10812 -0.45029
C -1.54685 -0.98239 0.17819
O -2.53414 -1.58666 0.40187
H 0.26508 -0.94483 1.78351
H 0.66762 0.99824 0.27849
H 0.88142 -0.11247 -1.11259
H -1.66713 0.74759 -1.02057

Forces on the atoms, in the same order (eV/Å):
0.1 -0.3 -0.1
0.4 -0.6 0.0
-3.0 1.0 -0.7
0.6 0.1 0.1
-0.3 0.9 -0.7
2.4 -1.2 1.6
-0.2 0.2 -0.3
0.2 0.0 0.1
-0.1 -0.1 -0.1
-0.1 0.1 0.1
0.0 -0.1 0.1

## Properties
E_HOMO = -0.360 Ha
SMILES = N#C[C@H]1CNC1=O



Here is one molecule with the formula C4H4N2O in a non-equilibrium geometry from OMol25. Energies are from ωB97M-V with the def2-TZVPD basis set.

Geometry (Å):
N 2.78434 -0.39204 -0.79265
C 1.84674 -0.19725 -0.12173
C 0.61522 0.02952 0.49823
C -0.52588 0.94182 -0.17607
C -1.36477 -0.27624 -0.19148
O -2.48338 -0.42661 -0.62244
N -0.31155 -1.07623 0.26197
H 0.72862 0.47399 1.54069
H -0.68664 1.81586 0.42748
H -0.24510 1.14947 -1.15132
H -0.35760 -2.04231 0.32733

Forces on the atoms, in the same order (eV/Å):
-1.8 0.4 1.7
3.8 -0.2 -3.0
-2.5 1.0 1.8
2.2 0.0 1.7
-0.6 -0.2 -0.5
0.9 -0.7 0.8
-2.3 2.0 -0.1
0.0 -1.3 -0.9
-0.7 0.3 0.0
0.4 0.8 -1.9
0.7 -2.0 0.6

## Properties
E_HOMO = -0.386 Ha
SMILES = N#C[C@H]1CC(=O)N1



Here is one molecule with the formula C4H4N2O in a non-equilibrium geometry from OMol25. Energies are from ωB97M-V with the def2-TZVPD basis set.

Geometry (Å):
C -2.52715 -0.39750 -0.02358
C -1.18562 -0.10700 0.02782
C -0.41136 1.22052 0.05811
N 0.89884 1.18407 0.01221
C 1.15568 -0.18092 -0.07216
O 2.31026 -0.56438 0.00668
N 0.03878 -0.91465 -0.06593
H -3.29682 0.41664 0.04318
H -3.07438 -1.29159 -0.11943
H -0.86735 2.16998 -0.08625
H 0.00386 -1.87646 0.54386

Forces on the atoms, in the same order (eV/Å):
1.5 2.7 0.3
1.7 0.2 -0.4
0.4 0.5 -0.7
-4.0 0.4 -0.5
4.1 0.0 1.7
-1.1 -0.7 -0.5
-4.4 -5.2 2.2
1.4 -0.3 0.0
0.4 -1.5 -0.1
-0.7 0.7 0.4
0.6 3.1 -2.5

## Properties
E_HOMO = -0.358 Ha
SMILES = C=C1C=NC(=O)N1



Here is a 3-piece molecular cluster, C4H4N2O overall in a non-equilibrium geometry from OMol25. Energies are from ωB97M-V with the def2-TZVPD basis set.

Geometry (Å):
N -2.49670 -0.63275 -0.31494
C -1.47784 -1.09764 0.17862
O -0.45991 -1.44138 0.62452
H -3.33015 -1.20081 -0.32584
C 2.55882 0.35990 0.38331
C 2.22128 -0.71223 0.81024
H 2.81704 1.31933 -0.00493
H 1.88060 -1.65328 1.17676
C -0.59811 1.68591 -0.84722
N 0.49638 2.03736 -0.76739
H -1.61140 1.33558 -0.91314

Forces on the atoms, in the same order (eV/Å):
0.4 -0.2 0.2
0.3 -0.3 0.2
-0.9 0.2 -0.3
-0.1 0.0 0.0
0.0 -0.6 0.3
0.3 0.5 -0.2
0.0 -0.2 0.1
0.2 0.1 0.0
0.8 0.4 0.0
-1.1 -0.1 -0.2
0.2 0.1 0.0

## Properties
E_HOMO = -0.366 Ha
SMILES = N=C=O.C#C.C#N



Here is a 2-piece molecular cluster, C4H4N2O overall in a non-equilibrium geometry from OMol25. Energies are from ωB97M-V with the def2-TZVPD basis set.

Geometry (Å):
C -1.18398 1.69826 -0.42968
C -1.22022 1.73083 0.94940
O -0.52675 0.61375 1.29726
N -0.07475 -0.04771 0.20399
N -0.44340 0.63063 -0.84151
H -1.58433 2.48318 -1.22295
H -1.55333 2.37358 1.76894
C 1.74147 -2.99910 -0.51703
C 1.68756 -1.78326 -0.47209
H 1.38025 -3.95513 -0.35821
H 1.77748 -0.74503 -0.37813

Forces on the atoms, in the same order (eV/Å):
-0.9 2.8 -1.1
1.0 -1.4 -1.4
-0.5 0.6 1.3
-1.5 2.1 -1.3
0.1 -1.0 1.5
0.9 -2.0 2.1
0.0 -0.4 -0.7
-0.5 3.1 0.3
1.1 -2.7 -0.3
0.0 -1.5 -0.1
0.3 0.4 -0.3

## Properties
E_HOMO = -0.364 Ha
SMILES = c1conn1.C#C